# 1
Entry from the Open Molecules 2025 dataset: C33H22NO8PSW as an isolated structure in a non-equilibrium geometry (wB97M-V/def2-TZVPD).

As for the lowest unoccupied orbital energy: -8.59 eV. The calculation puts the HOMO energy at -14.242 eV. For the total energy, the calculation gives -74384.8452 eV. Its gap between HOMO and LUMO is 0.2077 Eh. For the energy above the lowest of the compared OMol25 structures with the same formula, charge and spin, the calculation gives 76.1 kJ/mol. The total charge is +2.

```
67
Properties=species:S:1:pos:R:3:forces:R:3:nbo_charge:R:1
W -0.480 -1.437 -0.609 0.0 0.2 -1.0 1.5990
O -6.197 -2.972 -2.111 -0.5 -0.2 -0.3 -0.5858
C -4.997 -2.615 -1.745 1.0 0.3 0.5 0.4249
C -4.711 -1.971 -0.516 0.4 0.0 0.0 -0.2520
C -3.401 -1.633 -0.247 0.0 0.1 0.0 0.1182
N -2.413 -1.896 -1.108 -1.7 -0.3 -0.2 -0.5428
C -2.641 -2.577 -2.243 0.0 -0.1 -0.2 0.1366
C -3.919 -2.932 -2.615 0.2 0.1 0.2 -0.2195
C -1.307 -2.915 -2.928 -1.8 -0.5 -1.3 0.7618
O -1.195 -3.397 -4.009 0.1 0.3 0.7 -0.4257
O -0.300 -2.588 -2.107 1.0 0.0 0.2 -0.6581
C -2.824 -0.952 1.000 -2.2 -0.3 0.1 0.7641
O -3.443 -0.622 1.958 0.6 -0.1 -0.5 -0.4223
O -1.503 -0.782 0.819 0.9 0.5 0.4 -0.6543
H -6.906 -2.782 -1.473 0.3 0.0 -0.1 0.5210
H -5.486 -1.757 0.209 0.0 0.0 0.0 0.2719
H -4.103 -3.468 -3.535 0.0 0.0 -0.1 0.2878
O -0.695 -3.395 0.452 1.0 0.2 -0.4 -0.4519
C 0.451 -2.949 0.444 -0.2 -0.7 1.2 0.3772
C 1.686 -3.145 1.136 0.8 0.6 -0.2 -0.1416
C 2.239 -4.324 1.648 -0.3 0.0 -0.1 -0.1130
C 3.510 -4.283 2.193 -0.2 -0.1 0.0 -0.1827
C 4.230 -3.093 2.232 -0.2 0.1 -0.1 -0.0964
C 3.682 -1.904 1.754 -0.1 0.0 0.0 -0.2038
C 2.414 -1.924 1.206 -0.5 -0.4 -0.1 -0.2601
P 1.465 -0.454 0.646 1.8 0.5 0.8 1.1028
C 1.117 0.501 2.149 -0.4 0.0 -0.5 -0.4154
C 1.614 0.178 3.410 0.1 0.0 -0.2 -0.1717
C 1.219 0.923 4.509 0.0 0.0 0.0 -0.1953
C 0.335 1.981 4.357 0.0 -0.1 -0.1 -0.1340
C -0.182 2.288 3.105 0.0 0.0 0.0 -0.2132
C 0.192 1.541 2.005 0.2 0.0 -0.1 -0.1229
C 2.596 0.320 -0.541 -0.4 -0.2 -0.1 -0.4162
C 3.164 1.580 -0.416 -0.2 -0.2 0.2 -0.1278
C 3.926 2.080 -1.463 0.0 0.1 0.0 -0.2178
C 4.119 1.324 -2.608 -0.1 0.0 0.1 -0.1591
C 3.566 0.052 -2.724 0.0 -0.1 0.0 -0.1872
C 2.785 -0.446 -1.701 0.2 -0.1 0.3 -0.1892
H 1.679 -5.245 1.587 0.0 -0.2 0.0 0.2492
H 3.950 -5.181 2.602 0.0 -0.1 -0.1 0.2567
H 5.229 -3.089 2.642 0.1 0.0 0.0 0.2521
H 4.244 -0.982 1.811 0.0 0.0 0.0 0.2513
H 2.309 -0.637 3.539 0.0 -0.1 0.1 0.2238
H 1.601 0.667 5.487 0.0 0.0 0.0 0.2415
H 0.030 2.556 5.218 0.0 0.1 0.1 0.2415
H -0.887 3.098 2.991 -0.1 0.1 0.0 0.2422
H -0.209 1.764 1.022 -0.1 0.1 0.1 0.2077
H 2.999 2.155 0.484 0.0 0.1 0.0 0.2287
H 4.360 3.065 -1.380 0.1 0.1 0.0 0.2411
H 4.687 1.735 -3.427 0.1 0.0 -0.1 0.2423
H 3.736 -0.531 -3.616 0.0 -0.1 -0.1 0.2415
H 2.302 -1.433 -1.789 0.4 0.4 -0.1 0.2089
O -2.367 6.461 -1.106 0.0 0.7 -0.1 -0.6403
C -2.630 5.348 -0.433 0.2 -0.7 0.0 0.7584
O -3.414 5.306 0.470 0.0 0.2 -0.1 -0.5312
C -1.904 4.091 -0.862 0.0 -0.1 0.1 -0.0693
C -0.623 4.072 -1.403 -0.2 0.0 0.0 -0.2027
C -0.047 2.874 -1.799 0.1 -0.3 0.0 -0.2024
C -0.759 1.691 -1.638 -0.3 -0.2 0.0 -0.1994
S -0.197 0.163 -2.366 -0.1 -0.2 0.8 0.1235
C -2.026 1.699 -1.051 -0.1 0.0 -0.1 -0.2247
C -2.591 2.894 -0.658 0.0 0.1 0.0 -0.1689
H -1.788 6.359 -1.874 -0.1 -0.2 0.2 0.4961
H -0.061 4.985 -1.538 0.0 0.1 0.0 0.2344
H 0.933 2.853 -2.251 0.1 0.0 0.0 0.2417
H -2.581 0.764 -0.971 0.0 0.4 -0.1 0.1919
H -3.581 2.944 -0.227 0.0 -0.1 0.1 0.2585
```
Positions in Å, forces in eV/Å.


# 2
Entry from the Open Molecules 2025 dataset: C33H24BrCl3N4O6Ti as an isolated structure in a non-equilibrium geometry (wB97M-V/def2-TZVPD).

The spin multiplicity is 3. As for the lowest unoccupied orbital energy (spin up / spin down): -0.29 / -0.43 eV. The calculation puts the HOMO energy (spin up / spin down) at -6.212 / -7.473 eV. For the total energy, the calculation gives -183582.5524 eV. Its gap between HOMO and LUMO (spin up / spin down) is 0.2175 / 0.2589 Eh. For the energy above the lowest of the compared OMol25 structures with the same formula, charge and spin, the calculation gives 79.6 kJ/mol. The expectation value of S² is 2.0489.

```
72
Properties=species:S:1:pos:R:3:forces:R:3:mulliken_charge:R:1
Ti -0.536 0.040 -1.465 -0.7 2.1 1.0 -0.9528
C -3.180 1.013 0.003 -0.1 0.1 0.0 -1.2331
O -2.129 0.065 -0.134 -0.7 0.0 1.0 0.5127
C -1.863 -0.751 0.977 0.3 -0.5 0.1 1.3642
C -2.513 -0.706 2.187 -0.1 0.2 -0.1 -0.6630
C -2.165 -1.628 3.178 0.0 -0.1 0.0 -1.0038
C -1.196 -2.587 2.932 -0.1 0.1 0.1 -0.6132
C -0.531 -2.632 1.714 0.0 0.1 -0.1 -0.8837
C -0.833 -1.690 0.729 -0.2 -0.3 0.3 -0.0632
N -0.275 -1.576 -0.512 0.1 -0.8 0.1 1.6847
N 0.432 -2.559 -1.086 0.2 -0.6 0.6 -1.3263
C 0.278 -2.649 -2.425 -0.7 0.3 -0.2 0.4005
C -0.722 -1.951 -3.182 0.4 -0.7 0.1 0.6612
O -1.409 -0.910 -2.666 -1.4 -1.4 -2.0 -0.3435
C -1.047 -2.390 -4.475 0.0 0.0 -0.1 -0.7773
C -0.378 -3.418 -5.078 -0.1 0.2 0.0 -0.9162
C 0.710 -4.051 -4.424 0.2 0.0 0.2 1.0290
C 1.481 -5.045 -5.064 0.0 0.0 0.0 -0.9710
C 2.558 -5.610 -4.435 0.0 -0.1 -0.1 -0.4835
C 2.911 -5.201 -3.140 0.0 0.1 0.1 -0.7994
C 2.166 -4.250 -2.488 0.1 -0.1 0.1 -0.7162
C 1.052 -3.661 -3.109 0.0 0.0 -0.2 0.7188
H -4.116 0.510 0.246 0.0 0.0 0.0 0.4658
H -3.289 1.505 -0.960 0.0 0.0 0.0 0.1935
H -2.942 1.753 0.772 0.0 0.0 0.0 0.3899
H -3.295 0.014 2.385 0.0 0.0 0.0 0.4574
H -2.683 -1.594 4.127 0.0 0.0 0.0 0.4544
H -0.959 -3.316 3.696 0.0 0.0 0.0 0.4534
H 0.222 -3.378 1.506 0.0 0.0 0.0 0.5341
H -1.857 -1.876 -4.979 0.0 0.0 0.0 0.4401
H -0.651 -3.733 -6.077 0.0 0.0 0.0 0.3712
H 1.213 -5.345 -6.070 0.0 0.0 0.0 0.4026
H 3.142 -6.372 -4.937 0.0 0.0 0.0 0.3993
H 3.777 -5.635 -2.658 0.0 0.0 0.0 0.3872
H 2.429 -3.923 -1.491 0.0 0.0 0.0 0.4376
C -1.442 2.924 -2.617 -0.1 0.1 -0.1 -1.6250
O -0.669 2.255 -1.614 0.1 0.9 0.2 1.0205
C -0.075 3.076 -0.669 -0.1 0.0 0.0 -0.0958
C 0.125 4.431 -0.862 0.0 -0.1 0.0 -0.5981
C 0.610 5.182 0.205 0.0 0.1 -0.1 -0.3671
Br 0.923 7.030 -0.066 0.0 -0.1 0.0 -0.1965
C 0.815 4.635 1.448 -0.1 -0.2 0.2 -0.8888
C 0.600 3.264 1.645 -0.1 0.3 -0.4 0.5958
C 0.255 2.484 0.549 0.1 0.0 0.3 0.2036
O 0.166 1.107 0.676 -0.2 0.2 -0.1 -0.3227
C 0.570 2.750 3.015 -0.1 -0.1 0.6 0.2702
N 0.563 3.545 4.057 0.2 0.1 -0.3 -0.7225
C 0.365 2.729 5.145 -0.1 -0.3 0.0 0.3457
C 0.224 3.060 6.493 0.0 -0.1 0.0 -0.7585
C -0.016 2.033 7.383 0.0 0.2 0.0 -0.4594
C -0.111 0.700 6.955 0.0 -0.1 -0.1 -0.5572
C 0.013 0.354 5.624 0.0 -0.2 0.0 -0.7318
C 0.241 1.390 4.726 0.1 0.4 0.2 0.5856
N 0.381 1.435 3.361 0.1 -0.1 -0.1 0.3558
H -2.088 3.671 -2.155 0.0 -0.1 0.0 0.4792
H -2.042 2.162 -3.111 0.0 0.0 0.0 0.4695
H -0.798 3.399 -3.356 0.0 0.0 0.0 0.3534
H -0.064 4.909 -1.810 0.0 0.0 0.0 0.5707
H 1.106 5.230 2.300 0.0 0.1 0.0 0.6122
H 1.064 0.743 0.626 0.1 -0.1 -0.3 0.3771
H 0.288 4.092 6.811 0.0 0.0 0.0 0.4422
H -0.144 2.258 8.434 0.0 0.0 0.0 0.3779
H -0.292 -0.076 7.687 0.0 0.0 0.0 0.3965
H -0.071 -0.673 5.292 0.0 0.0 0.0 0.4735
H 0.287 0.662 2.724 -0.1 0.0 0.0 -0.1630
Cl 3.127 1.838 -4.273 0.0 0.1 0.0 -0.1530
C 2.124 0.469 -3.783 0.2 -0.2 0.1 0.8825
Cl 0.418 0.867 -4.091 0.2 0.1 -0.7 -0.1200
Cl 2.561 -0.965 -4.709 0.0 0.0 0.1 -0.0704
C 2.369 0.213 -2.243 0.3 0.3 0.0 0.1182
O 3.495 -0.015 -1.891 -0.2 -0.1 0.0 -0.6162
O 1.323 0.368 -1.506 2.1 0.2 -0.3 -0.4959
```
Positions in Å, forces in eV/Å.


# 3
Entry from the Open Molecules 2025 dataset: C33H24CaN8O2 as an isolated structure (wB97M-V/def2-TZVPD).

As for the lowest unoccupied orbital energy: -0.50 eV. The calculation puts the HOMO energy at -6.274 eV. For the total energy, the calculation gives -69069.8704 eV. Its gap between HOMO and LUMO is 0.2123 Eh.

```
68
Properties=species:S:1:pos:R:3:forces:R:3:mulliken_charge:R:1
Ca 0.632 -0.493 -0.116 0.2 0.2 0.0 2.2267
C 4.299 2.195 1.076 -0.1 0.0 0.0 -1.0500
C 3.171 1.736 0.375 0.1 0.0 -0.1 -0.2390
N 2.176 1.105 0.947 -0.1 -0.1 0.3 0.2991
C 2.203 0.855 2.289 -0.2 0.1 -0.1 0.3864
C 3.331 1.219 3.055 0.1 -0.1 0.3 1.0065
C 4.373 1.918 2.410 0.0 0.0 0.0 -0.7058
C 3.415 0.848 4.421 0.1 0.1 -0.1 -0.9395
C 2.401 0.108 4.947 -0.2 -0.1 0.0 -0.9464
C 1.243 -0.220 4.213 0.1 0.0 0.1 -1.1917
C 1.044 0.189 2.897 0.1 0.1 -0.1 0.0438
N -0.039 0.005 2.083 0.0 0.0 0.0 0.5319
C -1.263 -0.473 2.470 -0.1 0.1 -0.1 0.0324
C -1.773 -0.520 3.762 -0.1 0.0 0.0 -1.0722
C -3.045 -1.041 4.069 0.2 0.1 0.1 -0.9515
C -3.871 -1.523 3.103 0.0 0.0 -0.1 -0.9141
C -3.457 -1.421 1.752 -0.2 0.0 0.0 1.0232
C -4.312 -1.817 0.699 0.0 0.0 0.0 -0.6876
C -3.939 -1.643 -0.599 0.1 0.0 -0.1 -1.0762
C -2.683 -1.061 -0.846 0.0 0.0 -0.1 -0.4513
N -1.853 -0.701 0.103 0.2 0.0 0.3 0.6157
C -2.197 -0.881 1.414 0.2 0.2 0.1 -0.0938
H 5.083 2.725 0.554 0.0 0.0 0.0 0.4089
H 3.095 1.881 -0.699 0.0 0.0 0.0 0.4125
H 5.237 2.220 2.990 0.0 0.0 0.0 0.4058
H 4.287 1.120 5.001 0.0 0.0 0.0 0.3805
H 2.465 -0.239 5.971 0.0 0.0 0.0 0.3745
H 0.515 -0.838 4.706 -0.1 0.0 0.0 0.6696
H -1.198 -0.106 4.571 0.0 0.0 0.1 0.7607
H -3.355 -1.054 5.107 0.0 0.0 0.0 0.3650
H -4.841 -1.943 3.335 0.0 0.0 0.0 0.3894
H -5.274 -2.252 0.946 0.0 0.0 0.0 0.3941
H -4.572 -1.935 -1.425 0.0 0.0 0.0 0.4342
H -2.347 -0.899 -1.866 0.0 0.0 0.0 0.4668
N -2.133 3.133 -0.703 0.0 0.0 0.0 0.0922
C -0.999 2.495 -0.365 0.1 0.0 0.1 -0.5106
N -0.293 1.756 -1.151 -0.3 -0.1 -0.1 -0.1661
C -0.774 1.508 -2.434 -0.1 0.2 -0.1 -0.2141
N -0.263 0.604 -3.205 0.2 -0.1 0.2 -1.2681
N 0.726 -0.107 -2.534 -0.1 0.0 -0.2 0.9150
C 1.440 -0.894 -3.227 0.1 -0.1 0.0 -0.9011
C 2.504 -1.682 -2.560 -0.2 0.3 -0.3 1.0478
C 3.116 -2.711 -3.251 0.1 -0.1 0.1 -0.8669
C 4.083 -3.459 -2.597 -0.1 0.0 -0.1 -0.4064
C 4.402 -3.132 -1.294 0.0 0.0 0.0 -0.7381
C 3.743 -2.069 -0.691 0.0 0.0 0.1 -0.1051
N 2.817 -1.343 -1.302 -0.1 -0.2 -0.1 -0.0128
C -1.919 2.292 -2.920 0.1 -0.1 -0.1 0.8820
C -2.365 2.231 -4.244 0.0 0.0 0.1 -0.1980
C -3.473 2.950 -4.635 0.0 0.0 0.0 -0.7801
C -4.157 3.739 -3.707 0.0 0.0 0.0 -0.3693
C -3.735 3.814 -2.398 0.1 -0.1 0.0 -0.9551
C -2.609 3.087 -2.013 0.0 0.1 0.2 0.0131
H -2.620 3.664 -0.002 0.0 0.0 0.0 0.2556
H -0.670 2.616 0.663 0.0 0.0 0.0 0.4671
H 1.279 -0.997 -4.300 0.0 0.0 0.0 0.3171
H 2.810 -2.938 -4.263 0.0 0.0 0.0 0.4025
H 4.565 -4.288 -3.097 0.0 0.0 0.0 0.4163
H 5.140 -3.690 -0.735 0.0 0.0 0.0 0.3981
H 3.964 -1.795 0.335 0.0 0.0 0.0 0.4246
H -1.824 1.604 -4.939 0.0 0.0 0.0 0.4701
H -3.816 2.906 -5.660 0.0 0.0 0.0 0.4153
H -5.029 4.300 -4.017 0.0 0.0 0.0 0.3966
H -4.263 4.425 -1.676 0.0 0.0 0.0 0.3890
O 0.998 -4.255 -1.148 -0.1 -0.1 0.0 -0.5919
C 0.354 -3.790 -0.208 0.3 0.2 -0.2 -0.4531
O 0.498 -2.631 0.303 -0.1 -0.3 0.1 -0.4472
H -0.445 -4.404 0.257 0.0 -0.1 0.0 0.3730
```
Positions in Å, forces in eV/Å.


# 4
Entry from the Open Molecules 2025 dataset: C33H25BrN7O6Tl as an isolated structure in a non-equilibrium geometry (wB97M-V/def2-TZVPD).

As for the lowest unoccupied orbital energy: 3.71 eV. The calculation puts the HOMO energy at -2.283 eV. For the total energy, the calculation gives -132079.5227 eV. Its gap between HOMO and LUMO is 0.2204 Eh. The total charge is -2.

```
73
Properties=species:S:1:pos:R:3:forces:R:3:mulliken_charge:R:1
Tl 0.095 2.160 -1.008 -1.3 -0.3 -0.5 2.5040
O -0.886 -2.650 -0.035 -0.2 0.1 0.0 -0.7281
C 0.300 -3.120 -0.448 0.3 0.0 -0.1 0.2990
C 0.608 -4.464 -0.236 -0.1 0.0 0.0 -0.5446
C 1.826 -4.976 -0.633 -0.1 -0.1 0.0 -0.4226
C 2.773 -4.156 -1.227 0.2 0.0 -0.1 -0.8543
C 2.472 -2.827 -1.453 -0.1 -0.1 0.1 -0.4773
C 1.240 -2.297 -1.089 -0.2 -0.2 0.1 0.3155
C 0.911 -0.879 -1.373 0.3 0.4 -0.6 1.0178
O -0.163 -0.372 -0.919 -0.3 0.2 -0.1 -0.8233
N 1.817 -0.264 -2.096 0.4 -1.0 0.0 -0.8588
N 1.625 1.057 -2.315 0.0 0.7 -0.5 0.1898
C 2.466 1.570 -3.153 -0.2 -0.8 0.4 -0.4356
C 2.628 2.917 -3.572 -0.2 0.7 -0.1 0.8565
C 3.796 3.189 -4.297 0.0 0.0 0.0 -0.8537
C 4.120 4.447 -4.739 0.4 0.0 -0.2 -0.7016
C 3.224 5.489 -4.496 -0.1 0.1 0.0 -0.3627
C 2.053 5.258 -3.829 -0.1 0.2 0.0 -0.6802
C 1.692 3.976 -3.309 0.2 0.1 -0.2 0.3402
O 0.601 3.842 -2.678 -0.3 -0.3 0.1 -0.5778
H -0.901 -1.679 -0.289 0.0 -0.1 0.1 0.3440
H -0.133 -5.096 0.230 -0.1 -0.1 0.1 0.4261
H 2.033 -6.029 -0.491 0.0 -0.1 0.1 0.3775
H 3.731 -4.560 -1.527 0.1 0.0 0.0 0.3865
H 3.179 -2.159 -1.921 0.0 0.0 -0.1 0.4418
H 3.183 0.860 -3.581 -0.1 0.0 0.1 0.2384
H 4.474 2.368 -4.495 0.1 -0.1 0.0 0.2828
H 5.050 4.631 -5.260 0.0 0.0 -0.1 0.3553
H 3.459 6.489 -4.844 0.0 0.0 0.0 0.3490
H 1.356 6.066 -3.651 -0.1 0.0 0.1 0.3489
N -1.363 4.178 -0.539 0.2 0.2 0.1 -0.4283
C -2.645 4.376 -1.185 -0.4 0.1 0.1 -0.7271
C -3.442 3.075 -1.110 0.2 -0.3 -0.5 -0.2821
C -2.969 2.087 -2.214 -1.0 0.6 0.5 0.4602
O -3.790 1.751 -3.063 -0.3 -0.1 -0.2 -0.7787
O -1.768 1.688 -2.195 1.5 -0.2 0.2 -0.6471
H -1.467 4.048 0.462 0.1 0.0 0.0 0.2299
H -0.698 4.916 -0.737 0.0 0.0 0.1 0.2376
H -2.460 4.641 -2.229 0.0 0.0 0.0 0.2996
H -3.218 5.205 -0.722 0.1 -0.2 -0.2 0.3454
H -4.510 3.258 -1.259 0.2 -0.1 0.0 0.3228
H -3.274 2.616 -0.134 -0.1 0.0 0.1 0.0935
Br -6.233 -5.314 2.875 0.1 0.1 0.0 -0.2555
C -4.520 -4.624 3.383 -0.2 -0.1 0.0 -0.0083
C -3.589 -4.310 2.403 -0.1 0.0 0.0 -0.4791
C -2.350 -3.843 2.776 0.3 0.1 0.3 0.3632
C -2.007 -3.689 4.137 -1.4 -0.2 -0.6 -0.0367
C -2.974 -4.025 5.100 0.4 0.3 -0.1 -0.5625
C -4.222 -4.481 4.727 -0.3 0.0 -0.2 -0.4737
N -0.711 -3.476 4.523 1.2 -0.4 0.8 -0.8275
N 0.108 -2.654 4.037 0.3 -0.3 0.4 -0.3122
C -0.237 -1.543 3.353 -0.6 0.7 -0.5 0.1639
C -1.489 -0.899 3.431 0.4 -0.3 0.3 -0.3697
C -1.776 0.230 2.723 -0.2 0.2 -0.2 -1.0320
C -0.865 0.799 1.790 -0.3 -0.2 0.4 0.4220
O -1.191 1.776 1.078 0.2 0.2 -0.4 -0.5061
C 0.466 0.196 1.755 0.2 -0.4 0.4 0.0285
N 1.359 0.761 0.938 0.2 0.0 -0.1 -0.1624
C 2.561 0.254 0.829 0.0 0.3 0.1 -0.1704
C 2.966 -0.879 1.541 -0.2 -0.1 0.3 -1.2664
C 2.067 -1.474 2.391 0.3 0.0 -0.1 -0.4099
C 0.777 -0.935 2.539 -0.2 0.2 -0.2 1.3405
H -3.826 -4.416 1.353 0.0 0.0 0.0 0.4962
H -1.618 -3.601 2.020 0.0 0.1 -0.1 0.3746
H -2.732 -3.919 6.149 0.1 0.0 0.0 0.3659
H -4.964 -4.726 5.476 0.0 0.0 0.0 0.3870
H -2.225 -1.288 4.125 0.0 0.0 -0.1 0.3551
H -2.739 0.713 2.816 0.0 0.0 0.0 0.4100
H 3.233 0.759 0.149 0.1 0.0 -0.1 0.4312
H 3.963 -1.271 1.399 0.0 -0.1 0.0 0.3945
H 2.326 -2.358 2.954 0.0 -0.1 0.0 0.4281
N 2.042 4.164 0.744 0.2 0.3 0.2 -0.9207
C 1.378 3.442 0.141 0.5 0.6 0.3 -0.0459
```
Positions in Å, forces in eV/Å.